33
Properties=species:S:1:pos:R:3:nbo_charge:R:1 method="wB97M-V/def2-TZVPD" total_charge=+3 orbital_gap_ha=0.0471 energy_ev=-78322.56302
O 17.396 -17.109 -20.561 -0.79
H 19.932 -5.732 -15.942 0.23
O 22.187 -20.749 -23.789 -0.47
C 19.252 -6.486 -16.339 -0.64
C 22.609 -19.290 -24.008 -0.11
O 19.270 -16.143 -19.400 -0.78
H 21.769 -18.604 -24.110 0.21
H 17.330 -5.050 -17.975 0.22
H 23.349 -18.798 -23.375 0.22
H 24.157 -19.409 -25.625 0.20
O 17.780 -17.656 -18.322 -0.92
H 16.051 -5.203 -16.752 0.18
O 16.216 -6.810 -17.846 -0.47
Ca 19.251 -20.359 -14.412 1.86
O 15.840 -8.961 -17.285 -0.65
C 22.477 -21.462 -24.804 0.96
C 16.371 -7.885 -17.004 0.98
H 17.453 -5.799 -15.207 0.20
H 19.605 -6.699 -17.348 0.22
H 22.570 -19.052 -27.557 0.25
H 22.724 -17.566 -26.510 0.22
C 17.690 -6.267 -16.163 0.07
Ca 12.806 -13.852 -17.051 1.92
O 16.983 -15.566 -18.758 -0.90
O 22.392 -22.719 -24.875 -0.56
C 16.860 -5.727 -17.261 -0.11
O 22.879 -20.753 -25.807 -0.45
H 21.317 -18.707 -26.665 0.22
O 17.250 -7.572 -16.064 -0.47
C 22.399 -18.605 -26.578 -0.64
Cl 17.906 -16.590 -19.290 2.51
C 23.085 -19.428 -25.426 0.05
H 19.438 -7.405 -15.784 0.22

=====

60
Properties=species:S:1:pos:R:3:nbo_charge:R:1 method="wB97M-V/def2-TZVPD" total_charge=+1 orbital_gap_ha=0.2381 de_lowest_kcal_mol=0.0 energy_ev=-53567.38907
O -7.635 1.715 1.406 -0.69
N 4.627 -3.595 0.215 -0.86
O -0.240 -2.588 -2.514 -0.70
N 2.117 -0.515 2.386 -0.12
H -5.286 2.959 -0.310 0.40
H 4.215 -2.874 -0.349 0.38
C -0.426 1.510 -2.016 -0.64
H 4.263 -3.762 1.138 0.40
N -4.916 2.156 0.172 -0.85
N -8.006 2.183 -0.787 -0.84
N -3.121 0.926 0.865 -0.85
H -8.631 2.384 -1.546 0.40
H 5.737 -3.405 -2.039 0.39
H -0.577 -5.295 -0.876 0.40
H 3.670 3.696 2.200 0.41
H 0.134 -0.537 -1.377 0.23
O 6.144 -5.248 0.514 -0.64
N -0.253 -4.378 -1.122 -0.84
H 2.393 1.582 -1.939 0.26
H 6.885 -4.675 -1.779 0.42
H -1.365 1.218 -2.597 0.25
H 0.612 -0.178 -3.145 0.27
H 6.970 1.448 2.746 0.42
O -2.814 2.830 -0.329 -0.69
N 1.615 0.608 2.870 -0.28
C 2.027 0.592 -1.491 -0.25
H -5.555 1.507 0.602 0.42
C 1.253 1.781 2.231 0.04
H -2.127 0.791 0.909 0.39
C 5.663 -4.379 -0.192 0.77
C 1.336 1.981 0.740 -0.17
C 0.560 0.252 -2.095 -0.40
H -0.765 1.775 -0.968 0.22
H -10.410 2.226 -0.059 0.39
H 0.867 2.653 2.856 0.28
H 2.625 -1.354 0.505 0.25
H 5.415 0.684 2.751 0.38
H -1.853 -3.914 -3.849 0.41
H 3.500 1.988 2.434 0.36
N -1.535 -4.377 -3.014 -0.84
H 1.009 2.925 0.221 0.30
N 5.968 1.517 2.668 -0.84
H -3.724 0.255 1.305 0.40
H -7.019 2.140 -0.969 0.40
O 6.142 3.749 2.359 -0.63
N -9.754 2.028 0.674 -0.83
N 4.090 2.795 2.358 -0.86
C 5.450 2.754 2.456 0.77
H 1.479 0.586 3.899 0.45
H 0.404 -3.914 -0.519 0.40
H -10.097 1.868 1.607 0.41
C -0.650 -3.709 -2.235 0.78
C 2.220 -0.412 1.012 -0.01
C -3.569 2.024 0.201 0.78
N 6.119 -4.116 -1.443 -0.84
H -1.883 -5.295 -2.804 0.40
C -8.414 1.960 0.489 0.78
H 0.078 2.403 -2.506 0.21
C 1.864 0.713 0.072 0.10
Cl 3.195 -0.690 -2.058 -0.03